{"formula": "C93H228N20O9", "method": "ωB97M-V/def2-TZVPD", "species": ["C", "C", "N", "C", "C", "C", "C", "H", "H", "H", "H", "H", "H", "H", "H", "H", "H", "H", "H", "H", "H", "H", "C", "C", "N", "C", "C", "C", "C", "H", "H", "H", "H", "H", "H", "H", "H", "H", "H", "H", "H", "H", "H", "H", "C", "C", "N", "C", "C", "C", "C", "H", "H", "H", "H", "H", "H", "H", "H", "H", "H", "H", "H", "H", "H", "H", "C", "C", "N", "C", "C", "C", "C", "H", "H", "H", "H", "H", "H", "H", "H", "H", "H", "H", "H", "H", "H", "H", "C", "C", "N", "C", "C", "C", "C", "H", "H", "H", "H", "H", "H", "H", "H", "H", "H", "H", "H", "H", "H", "H", "C", "C", "N", "C", "C", "C", "C", "H", "H", "H", "H", "H", "H", "H", "H", "H", "H", "H", "H", "H", "H", "H", "C", "C", "N", "C", "C", "C", "C", "H", "H", "H", "H", "H", "H", "H", "H", "H", "H", "H", "H", "H", "H", "H", "C", "C", "N", "C", "C", "C", "C", "H", "H", "H", "H", "H", "H", "H", "H", "H", "H", "H", "H", "H", "H", "H", "C", "C", "N", "C", "C", "C", "C", "H", "H", "H", "H", "H", "H", "H", "H", "H", "H", "H", "H", "H", "H", "H", "C", "C", "N", "C", "C", "C", "C", "H", "H", "H", "H", "H", "H", "H", "H", "H", "H", "H", "H", "H", "H", "H", "C", "C", "N", "C", "C", "C", "C", "H", "H", "H", "H", "H", "H", "H", "H", "H", "H", "H", "H", "H", "H", "H", "C", "C", "O", "N", "C", "H", "H", "H", "H", "H", "H", "H", "C", "C", "O", "N", "C", "H", "H", "H", "H", "H", "H", "H", "C", "C", "O", "N", "C", "H", "H", "H", "H", "H", "H", "H", "C", "C", "O", "N", "C", "H", "H", "H", "H", "H", "H", "H", "C", "C", "O", "N", "C", "H", "H", "H", "H", "H", "H", "H", "C", "C", "O", "N", "C", "H", "H", "H", "H", "H", "H", "H", "C", "C", "O", "N", "C", "H", "H", "H", "H", "H", "H", "H", "C", "C", "O", "N", "C", "H", "H", "H", "H", "H", "H", "H", "C", "C", "O", "N", "C", "H", "H", "H", "H", "H", "H", "H"], "positions_angstrom": [[3.644, 5.466, 6.644], [4.746, 4.424, 6.292], [5.387, 4.696, 5.091], [4.405, 4.907, 4.056], [3.229, 3.841, 3.833], [6.305, 3.661, 4.704], [7.294, 3.930, 3.530], [3.422, 5.308, 7.700], [2.637, 5.397, 6.234], [4.012, 6.492, 6.648], [5.390, 4.195, 7.141], [4.158, 3.507, 6.251], [3.988, 5.901, 4.218], [4.952, 5.199, 3.160], [3.731, 2.926, 3.520], [2.660, 3.669, 4.747], [2.445, 4.154, 3.144], [5.704, 2.802, 4.406], [6.957, 3.338, 5.516], [6.742, 4.095, 2.606], [7.986, 3.103, 3.369], [8.054, 4.705, 3.627], [-5.455, 2.669, -8.300], [-4.023, 2.326, -7.950], [-3.978, 1.990, -6.497], [-3.089, 0.857, -6.100], [-3.904, -0.482, -6.294], [-3.822, 3.172, -5.686], [-4.753, 2.912, -4.520], [-5.796, 3.531, -7.728], [-6.143, 1.828, -8.217], [-5.349, 3.050, -9.316], [-3.674, 1.485, -8.548], [-3.370, 3.189, -8.078], [-2.231, 0.899, -6.772], [-2.804, 0.878, -5.048], [-3.379, -1.328, -6.737], [-4.253, -0.752, -5.297], [-4.669, -0.467, -7.071], [-4.175, 4.145, -6.028], [-2.787, 3.440, -5.469], [-5.683, 2.381, -4.723], [-5.118, 3.866, -4.140], [-4.155, 2.410, -3.758], [-2.094, -2.194, 1.430], [-1.530, -0.858, 1.868], [-0.744, -0.271, 0.831], [-0.782, 1.164, 0.734], [-2.098, 1.722, 0.069], [0.656, -0.687, 1.016], [1.292, -0.843, -0.370], [-1.290, -2.812, 1.030], [-2.888, -2.073, 0.693], [-2.632, -2.670, 2.250], [-2.386, -0.234, 2.123], [-1.004, -0.978, 2.815], [-0.706, 1.729, 1.664], [-0.010, 1.455, 0.023], [-2.134, 1.121, -0.839], [-2.913, 1.350, 0.691], [-2.085, 2.796, -0.118], [0.776, -1.660, 1.492], [1.316, 0.070, 1.438], [0.621, -1.471, -0.957], [2.310, -1.232, -0.379], [1.336, 0.074, -0.956], [8.009, 1.093, 0.793], [6.875, 1.677, -0.225], [5.672, 0.832, -0.487], [5.986, -0.355, -1.272], [6.252, -0.143, -2.751], [4.571, 1.611, -1.155], [3.884, 2.496, -0.111], [7.632, 1.000, 1.812], [8.825, 1.809, 0.893], [8.439, 0.164, 0.418], [6.671, 2.711, 0.054], [7.336, 1.903, -1.187], [5.278, -1.172, -1.135], [6.851, -0.861, -0.843], [5.307, 0.169, -3.197], [6.542, -1.026, -3.320], [7.054, 0.542, -3.027], [5.014, 2.320, -1.855], [3.958, 0.816, -1.579], [3.074, 3.083, -0.545], [3.471, 1.889, 0.695], [4.613, 3.136, 0.387], [1.602, 5.821, -6.459], [2.229, 4.871, -5.396], [1.333, 3.918, -4.743], [0.346, 4.566, -3.924], [-0.604, 3.705, -3.122], [0.923, 2.883, -5.644], [1.871, 1.601, -5.478], [2.327, 6.527, -6.863], [0.789, 6.400, -6.020], [1.308, 5.175, -7.287], [3.200, 4.463, -5.679], [2.554, 5.516, -4.580], [0.772, 5.290, -3.229], [-0.366, 5.070, -4.578], [-1.283, 4.424, -2.664], [-1.185, 3.049, -3.770], [-0.009, 3.214, -2.351], [0.954, 3.191, -6.689], [-0.060, 2.552, -5.308], [1.631, 0.952, -6.320], [1.732, 1.049, -4.548], [2.915, 1.912, -5.527], [8.853, -1.874, 4.226], [8.218, -2.815, 3.253], [6.855, -3.301, 3.573], [5.713, -2.361, 3.184], [5.836, -1.921, 1.618], [6.832, -3.908, 4.877], [7.786, -5.113, 5.069], [8.907, -2.383, 5.188], [8.354, -0.907, 4.151], [9.893, -1.664, 3.977], [8.310, -2.278, 2.309], [8.870, -3.654, 3.009], [4.765, -2.896, 3.245], [5.677, -1.525, 3.881], [6.469, -1.035, 1.562], [6.120, -2.705, 0.916], [4.858, -1.560, 1.300], [5.798, -4.219, 5.024], [6.950, -3.268, 5.752], [7.528, -5.937, 4.403], [7.671, -5.381, 6.119], [8.874, -5.067, 5.039], [3.730, 6.151, -2.090], [3.726, 7.332, -1.140], [2.504, 8.227, -1.262], [2.496, 8.948, -2.522], [3.783, 9.649, -2.802], [1.263, 7.544, -1.035], [1.268, 6.768, 0.204], [4.144, 6.430, -3.059], [2.688, 5.856, -2.218], [4.158, 5.210, -1.747], [3.756, 6.996, -0.104], [4.635, 7.910, -1.302], [2.365, 8.209, -3.312], [1.573, 9.506, -2.682], [4.198, 10.215, -1.969], [4.599, 9.017, -3.153], [3.444, 10.271, -3.631], [0.895, 6.927, -1.855], [0.487, 8.303, -1.132], [1.664, 5.755, 0.133], [0.281, 6.794, 0.666], [1.894, 7.271, 0.941], [-0.735, -2.348, -4.424], [-1.600, -2.027, -3.191], [-3.118, -2.256, -3.223], [-3.432, -3.625, -3.554], [-3.882, -3.732, -4.982], [-3.659, -1.731, -1.927], [-5.014, -1.208, -2.338], [0.189, -1.803, -4.231], [-1.141, -2.035, -5.386], [-0.677, -3.436, -4.408], [-1.164, -2.488, -2.306], [-1.569, -0.957, -2.984], [-4.340, -3.884, -3.010], [-2.619, -4.302, -3.292], [-4.363, -4.655, -5.302], [-3.075, -3.540, -5.689], [-4.554, -2.896, -5.179], [-3.672, -2.522, -1.177], [-3.024, -1.154, -1.255], [-5.672, -1.958, -2.777], [-5.428, -0.938, -1.367], [-4.926, -0.283, -2.908], [8.952, -5.638, -3.918], [9.004, -4.230, -3.148], [9.139, -4.229, -1.643], [9.454, -2.853, -1.213], [10.741, -2.321, -1.735], [8.062, -4.872, -0.824], [6.690, -4.333, -1.166], [8.013, -6.191, -3.933], [9.688, -6.392, -3.640], [9.019, -5.486, -4.996], [9.894, -3.763, -3.569], [8.226, -3.504, -3.384], [8.617, -2.178, -1.389], [9.670, -2.987, -0.153], [11.092, -1.502, -1.107], [11.497, -3.080, -1.936], [10.617, -1.864, -2.717], [8.426, -4.894, 0.203], [7.971, -5.927, -1.081], [6.616, -3.252, -1.285], [5.995, -4.645, -0.386], [6.191, -4.661, -2.078], [-6.260, -7.324, -5.384], [-4.779, -7.582, -4.857], [-4.706, -7.866, -3.439], [-4.756, -6.542, -2.675], [-5.137, -6.638, -1.218], [-5.573, -8.904, -2.956], [-5.483, -10.278, -3.564], [-6.625, -8.126, -6.026], [-6.253, -6.375, -5.919], [-6.988, -7.114, -4.601], [-4.215, -8.208, -5.548], [-4.174, -6.692, -5.030], [-3.829, -6.000, -2.863], [-5.673, -6.014, -2.937], [-5.187, -5.649, -0.763], [-6.085, -7.132, -1.008], [-4.339, -7.214, -0.750], [-6.610, -8.570, -2.904], [-5.313, -9.179, -1.934], [-5.622, -10.206, -4.643], [-6.214, -10.985, -3.173], [-4.481, -10.631, -3.320], [3.016, -4.795, 0.542], [3.618, -6.169, 0.849], [4.195, -6.857, -0.330], [3.304, -6.993, -1.495], [3.995, -7.416, -2.797], [4.968, -8.066, 0.065], [4.094, -9.326, 0.239], [2.685, -4.278, 1.443], [2.217, -4.805, -0.199], [3.756, -4.072, 0.198], [4.308, -6.091, 1.690], [2.839, -6.830, 1.228], [2.475, -7.612, -1.151], [2.916, -6.007, -1.753], [3.696, -6.680, -3.543], [5.075, -7.530, -2.702], [3.794, -8.446, -3.090], [5.530, -7.758, 0.947], [5.790, -8.348, -0.593], [4.784, -10.063, 0.651], [3.779, -9.672, -0.745], [3.286, -9.080, 0.928], [1.395, -3.454, 5.125], [1.545, -1.896, 5.146], [0.675, -1.223, 4.609], [2.652, -1.374, 5.735], [2.793, 0.000, 5.566], [0.981, -3.741, 4.159], [0.579, -3.820, 5.748], [2.335, -4.004, 5.113], [3.184, -2.105, 6.185], [2.846, 0.276, 4.512], [3.737, 0.365, 5.971], [1.964, 0.616, 5.915], [-7.899, 3.835, 2.852], [-6.568, 4.489, 3.189], [-6.250, 4.670, 4.337], [-5.822, 4.764, 2.132], [-4.527, 5.486, 2.153], [-7.856, 2.832, 2.427], [-8.309, 4.570, 2.160], [-8.351, 3.781, 3.843], [-6.321, 4.587, 1.271], [-3.694, 4.784, 2.169], [-4.484, 6.147, 3.018], [-4.465, 6.071, 1.235], [-8.058, -3.917, 3.973], [-6.834, -4.745, 3.933], [-6.970, -5.943, 3.988], [-5.622, -4.123, 4.027], [-4.381, -4.917, 4.149], [-8.648, -4.149, 3.086], [-7.858, -2.849, 4.065], [-8.555, -4.308, 4.861], [-5.620, -3.164, 3.710], [-4.121, -5.337, 3.177], [-4.548, -5.827, 4.727], [-3.632, -4.367, 4.719], [-5.050, 1.046, 2.833], [-5.370, -0.245, 3.612], [-5.849, -1.180, 2.974], [-5.034, -0.384, 4.925], [-5.535, -1.500, 5.811], [-5.143, 0.728, 1.794], [-4.068, 1.252, 3.259], [-5.613, 1.928, 3.140], [-4.632, 0.397, 5.424], [-4.733, -2.236, 5.765], [-6.533, -1.830, 5.522], [-5.734, -1.037, 6.777], [-9.592, -0.396, -2.508], [-9.054, -0.392, -1.122], [-8.834, 0.696, -0.520], [-8.798, -1.569, -0.590], [-8.103, -1.795, 0.719], [-8.842, -0.647, -3.258], [-9.903, 0.622, -2.743], [-10.496, -0.996, -2.611], [-9.328, -2.330, -0.992], [-8.841, -2.061, 1.475], [-7.645, -0.874, 1.080], [-7.363, -2.589, 0.816], [-8.984, 4.916, -1.336], [-7.595, 4.454, -0.749], [-6.809, 5.315, -0.368], [-7.324, 3.138, -0.786], [-5.961, 2.620, -0.573], [-9.585, 5.496, -0.635], [-9.496, 4.065, -1.786], [-8.690, 5.560, -2.164], [-8.028, 2.433, -0.949], [-5.844, 1.937, -1.414], [-5.978, 1.987, 0.314], [-5.113, 3.292, -0.441], [-4.087, 6.389, -2.157], [-2.656, 6.874, -2.360], [-1.974, 6.957, -1.363], [-2.158, 7.168, -3.574], [-2.605, 6.970, -4.920], [-4.138, 5.344, -2.463], [-4.858, 6.963, -2.670], [-4.399, 6.343, -1.114], [-1.185, 7.373, -3.398], [-2.810, 7.905, -5.443], [-3.468, 6.306, -4.961], [-1.778, 6.507, -5.458], [-2.159, -1.458, 8.084], [-1.474, -0.432, 8.972], [-0.448, -0.745, 9.584], [-2.206, 0.722, 9.168], [-1.708, 1.741, 10.081], [-1.513, -2.332, 8.010], [-2.210, -1.080, 7.063], [-3.186, -1.747, 8.308], [-2.994, 0.994, 8.598], [-1.671, 1.495, 11.142], [-2.187, 2.708, 9.925], [-0.659, 1.874, 9.816], [-1.593, 4.158, 4.466], [-2.595, 3.332, 5.308], [-3.656, 3.824, 5.598], [-2.254, 2.113, 5.850], [-0.984, 1.416, 5.747], [-1.988, 4.341, 3.466], [-0.560, 3.821, 4.386], [-1.607, 5.143, 4.932], [-3.017, 1.720, 6.383], [-0.243, 1.961, 5.163], [-1.261, 0.603, 5.076], [-0.647, 1.024, 6.706]], "atomic_forces_ev_per_a": [[0.712, 0.118, 1.856], [-2.621, -0.250, 1.791], [1.081, 0.497, -1.396], [-1.289, 1.431, -1.053], [1.447, 0.696, 0.458], [1.523, -0.684, -0.766], [-0.211, 0.139, -0.114], [0.096, -0.139, 0.329], [0.439, -0.142, -0.845], [-0.023, 0.060, -0.505], [0.483, 0.738, -0.105], [-0.123, -0.828, -0.266], [-0.593, -0.107, 0.522], [-0.017, -0.967, -0.488], [-0.572, -0.252, -0.163], [0.355, -0.141, 0.221], [0.551, 0.187, -0.493], [0.129, -0.645, -0.026], [-0.400, 0.167, 0.505], [0.171, 0.021, -0.124], [-0.567, -0.695, 0.069], [-0.619, 0.719, 0.525], [0.764, 0.783, -0.819], [-0.186, -0.726, 1.989], [0.720, -0.122, -1.094], [-1.683, -0.407, -1.740], [0.766, 0.284, -0.256], [-1.386, -0.148, 0.407], [0.598, 1.009, 1.702], [-0.140, -0.203, 0.280], [0.133, 0.116, -0.054], [-0.758, -0.183, -0.410], [0.111, -0.007, 0.007], [0.162, 0.072, -0.571], [0.537, -0.242, 0.278], [0.138, 0.450, -0.129], [1.001, -0.026, 0.674], [-0.427, -0.273, -0.396], [-0.612, 0.957, 0.449], [-0.307, -0.378, -1.522], [0.429, -0.439, 0.676], [0.500, -0.358, -0.558], [0.263, 0.164, 0.608], [-0.539, -0.192, 0.493], [-0.450, -0.002, 0.146], [-1.550, -0.236, 0.821], [1.257, 0.118, 0.485], [-1.345, 1.671, -1.216], [1.009, -2.148, 0.375], [1.133, 0.104, -2.235], [-0.445, -0.267, -0.863], [-0.195, -0.303, 0.038], [0.338, 0.129, -0.303], [0.402, -0.315, 0.274], [-0.095, 0.354, -0.140], [0.404, 0.035, 0.064], [0.660, -0.237, 0.552], [0.382, 0.137, 0.421], [-0.399, 0.456, -0.473], [-0.401, 0.621, -0.030], [-0.076, -0.157, 0.164], [-0.379, 0.260, 0.448], [-0.435, 0.108, 1.182], [0.244, -0.418, -0.119], [-0.005, -0.237, 0.264], [-0.046, 0.390, 0.277], [-1.473, 0.870, -1.197], [1.207, -0.725, 0.211], [0.023, 0.801, 0.284], [1.484, -0.710, 0.196], [-0.417, -0.038, -0.826], [1.319, 0.001, 1.953], [-0.284, -0.757, 0.170], [-0.301, -0.355, -0.129], [-0.009, 0.179, -0.385], [-0.171, -0.090, 0.161], [-0.798, -0.287, 0.702], [0.636, -0.434, -0.379], [-0.832, 0.413, -0.074], [0.397, 0.386, 0.257], [0.186, 0.323, -0.369], [-0.140, -0.542, 0.455], [-0.178, 0.468, 0.437], [-0.159, -0.334, -0.872], [-0.423, 0.639, -0.297], [0.084, 0.165, -0.021], [-0.182, -0.167, -0.038], [-0.038, 0.253, -0.259], [0.629, -1.156, 0.139], [0.144, 1.729, 1.417], [1.549, 0.377, -0.183], [-1.393, 0.116, -0.820], [0.734, 0.202, 0.195], [0.764, -2.136, 1.448], [-0.860, 1.198, -0.760], [0.166, -0.055, 0.179], [-0.165, -0.211, -0.236], [-0.574, 0.429, -0.202], [-0.347, -0.641, -0.595], [0.013, 0.263, 0.167], [0.403, 0.024, -0.324], [-0.050, 0.936, -0.294], [-0.162, -0.228, 0.274], [0.079, -0.300, 0.371], [-0.468, -0.562, 0.107], [-0.345, -0.011, -0.074], [-0.224, -0.005, -0.712], [0.260, -0.294, 0.016], [-0.253, 0.255, 0.070], [0.012, -0.029, -0.123], [0.609, -0.200, 0.387], [-0.032, 0.001, -1.419], [0.373, 1.140, -1.295], [1.671, -1.257, -1.599], [-0.489, 0.456, 2.333], [-0.314, -0.400, 0.018], [-0.513, -0.238, 0.473], [-0.314, 0.770, 0.453], [-0.227, -0.030, 0.827], [0.094, -0.135, -0.318], [-1.009, -0.070, -0.384], [-0.050, -0.441, 0.602], [0.098, -0.297, 0.371], [-0.095, 0.479, -0.238], [0.221, -0.301, -0.284], [0.290, -0.109, 0.506], [-0.171, -0.003, 0.084], [-0.090, -0.668, -0.052], [0.477, 0.805, 0.025], [-0.225, -0.074, 0.163], [-0.468, -0.567, 0.014], [0.035, 1.093, -0.595], [-0.842, -0.308, -0.290], [-0.625, 0.432, 0.390], [1.654, -0.198, -0.033], [0.002, -2.065, 0.319], [-0.155, 0.884, -0.707], [-0.514, 0.849, -1.440], [-0.350, -0.039, 2.136], [-0.019, -0.207, -0.059], [-0.149, 0.017, -0.421], [0.624, 0.321, 0.257], [-0.002, 0.006, -0.052], [-0.240, 0.244, 0.196], [0.099, -0.481, -0.686], [0.184, 0.728, 0.770], [-0.400, 0.294, -0.028], [-0.270, -0.241, -0.120], [0.934, 0.644, -0.095], [0.477, -0.700, -0.645], [-0.152, 0.298, 0.914], [-0.243, -0.101, -0.220], [-0.135, -0.546, -0.186], [0.140, 0.124, 0.071], [-1.193, -0.197, 0.990], [-1.742, 1.234, -0.374], [3.711, 1.160, 0.638], [-1.272, 0.080, 0.484], [0.341, 0.551, -1.444], [-0.242, -2.114, -1.466], [0.022, 0.777, 2.408], [0.335, -0.574, -0.265], [-0.189, 0.176, 0.168], [0.799, 0.002, -0.459], [0.104, -0.444, 0.136], [0.345, 0.163, -0.070], [0.209, -0.266, 0.598], [0.046, -0.260, 0.105], [0.023, -0.102, 0.408], [0.277, -0.167, -0.011], [-0.302, -0.199, 0.138], [-1.003, -1.040, -0.217], [0.392, 1.407, -1.282], [0.278, 0.074, -0.250], [-0.909, 0.328, 0.034], [-0.055, -0.262, -0.320], [-1.020, 0.775, 0.221], [0.351, -1.457, 0.631], [0.639, -0.509, -1.189], [-0.066, -2.001, 1.107], [0.448, 0.924, -1.666], [0.663, 0.065, -2.432], [-1.219, 0.690, 0.895], [-0.449, 0.252, 0.859], [0.346, 0.532, 0.308], [0.610, 0.491, -0.047], [0.197, -0.021, 0.389], [-0.722, -0.387, -0.601], [-0.129, 0.372, 0.115], [-0.714, 0.338, 0.401], [0.273, -0.245, 0.162], [0.053, -0.119, 0.693], [-0.143, 0.186, -0.182], [-0.551, 0.646, 0.170], [0.584, -0.240, -0.197], [0.311, 0.261, 0.482], [-0.169, 0.145, 0.104], [0.674, -0.709, -0.247], [1.140, 0.507, 0.029], [-1.034, 0.964, -0.518], [1.310, 0.740, 0.534], [-1.920, -1.622, -0.471], [1.547, -0.920, 0.877], [-0.719, -0.287, 1.557], [0.583, 0.359, -1.157], [-0.027, 0.095, 0.060], [-0.016, -0.163, -0.531], [0.174, -0.444, 0.297], [-0.384, -1.132, 0.411], [-0.325, 0.446, 0.345], [-0.384, -0.113, 0.059], [0.222, 0.739, -1.619], [0.164, 0.069, -0.091], [0.042, -0.007, -0.332], [-0.125, -0.009, 0.743], [-0.485, 0.059, -0.157], [0.059, 0.868, 0.417], [0.152, -0.390, -0.166], [-0.040, 0.279, 0.173], [0.019, -0.361, -0.405], [0.490, 0.444, 0.072], [-0.774, -0.496, -0.954], [1.781, 0.561, -0.003], [0.641, 0.417, 0.981], [0.170, -0.919, 0.545], [-0.837, 0.561, -0.282], [1.271, 0.865, 0.314], [-0.480, -0.442, 0.248], [-0.082, -0.106, 0.235], [0.389, -0.282, -0.445], [0.536, 0.033, -0.399], [-0.651, 0.030, 0.363], [-0.489, -0.346, -0.649], [-0.196, -0.007, 0.573], [0.412, -0.497, -0.357], [0.184, 0.957, 0.154], [-0.831, 0.087, -0.286], [-0.370, -0.279, 0.445], [-0.156, 0.429, -0.764], [-0.428, -0.373, 0.206], [-0.376, -0.007, 0.208], [-0.184, -0.525, -0.167], [-0.113, 0.706, -1.050], [-0.995, -1.655, -0.388], [0.459, 0.164, 0.266], [-2.022, -2.680, -0.659], [1.557, 2.538, -0.255], [0.020, 0.555, -0.418], [0.600, 0.088, 0.762], [-0.008, -0.038, 0.905], [0.715, 1.052, 0.219], [0.008, -0.299, -0.327], [-0.134, -0.053, 0.354], [-0.063, -0.341, 0.571], [0.477, 0.628, 0.570], [-0.123, -1.394, 0.337], [0.376, 0.554, 1.309], [1.091, 0.397, -0.732], [-1.178, -0.478, -0.307], [0.209, 0.149, -0.239], [-0.963, -0.408, 0.036], [-0.681, 0.104, -0.432], [0.805, 0.602, -0.377], [0.019, 0.005, 0.106], [-0.023, -0.170, -0.010], [0.036, 0.031, 0.077], [-0.210, 0.612, -0.100], [0.979, 0.054, 0.610], [0.315, -1.377, -0.188], [-0.012, -0.700, 0.066], [-1.166, -0.200, -0.045], [-0.162, 0.156, 0.143], [-0.197, 0.002, -0.138], [-0.372, 0.306, -0.112], [0.403, 0.211, 0.006], [0.737, 0.530, -0.090], [-0.571, 0.191, 0.241], [0.215, 0.189, -0.683], [0.281, -1.100, 2.091], [-0.421, 0.021, -0.534], [-0.217, -0.430, 0.438], [-0.797, 0.055, 0.408], [0.489, 1.732, -0.967], [0.413, 0.607, 0.136], [0.649, 0.399, -1.011], [-0.460, -0.227, -0.224], [-0.206, 0.101, -0.382], [-0.684, -0.437, 0.624], [0.443, -0.330, -0.539], [0.647, -0.273, 0.253], [-0.735, 0.847, -0.671], [0.527, 3.086, 1.139], [0.007, -1.722, -1.054], [0.965, -1.922, 1.402], [-1.103, 0.600, 0.363], [0.006, -0.393, 0.177], [0.026, 0.017, 0.102], [0.202, -0.366, -0.072], [0.473, -0.166, 0.033], [-0.254, 0.126, 0.010], [-0.057, -0.029, -0.420], [0.075, -0.001, -1.075], [1.531, -0.820, -0.035], [-1.713, 0.636, -0.654], [0.194, -0.195, -0.218], [1.163, 1.162, 0.290], [-0.958, -1.383, 0.097], [0.118, -0.272, 0.031], [-0.347, 0.071, 0.320], [-0.104, 0.195, 0.044], [-0.236, -0.035, -0.014], [0.735, 0.044, -0.027], [0.036, 0.009, 0.101], [-0.628, 0.505, -0.435], [-0.278, -0.243, -0.452], [-2.328, -0.583, 0.847], [1.294, 0.275, 0.614], [0.798, 0.318, 0.660], [0.145, -0.224, -0.272], [-0.117, -0.088, -0.432], [0.130, -0.063, -0.332], [0.544, 0.382, 0.034], [0.232, 0.184, -0.622], [-0.284, 0.089, 0.140], [0.000, 0.111, 0.021], [-0.152, -0.230, -0.204], [0.518, 0.049, -1.140], [-0.773, -1.107, 1.116], [-1.177, 1.294, -0.826], [0.649, 0.004, 0.662], [1.242, 0.378, -0.508], [-0.167, -0.010, 0.278], [0.025, 0.220, -0.257], [0.136, 0.165, 0.590], [0.208, -0.583, 0.048], [-0.582, -0.385, -0.091], [-0.266, -0.275, -0.009], [0.174, 0.260, 0.101], [-0.326, -0.082, 0.333], [1.146, 0.182, 0.416], [-0.872, 0.187, -0.181], [0.344, 1.331, -0.261], [-1.243, -1.031, -1.292], [-0.089, -0.336, 0.010], [-0.181, -0.177, 0.086], [0.120, -0.030, 0.096], [0.288, 0.017, 0.055], [-0.029, 0.249, 0.617], [0.863, -0.748, 0.241], [0.234, 0.276, -0.113]], "mulliken_charge": [-1.47, -0.02, 0.01, -1.25, -0.62, -0.08, -1.22, 0.49, 0.28, 0.33, 0.58, -0.04, 0.37, 0.60, 0.10, 0.14, 0.46, 0.05, 0.45, 0.11, 0.39, 0.33, -1.17, -0.77, 0.77, -0.68, -0.46, -0.90, -0.76, 0.22, 0.27, 0.46, 0.44, 0.41, 0.33, 0.15, 0.40, -0.42, 0.43, 0.52, -0.10, 0.25, 0.52, 0.08, -0.88, 0.73, 1.73, -0.49, -0.34, -0.50, -0.66, 0.30, -0.28, 0.45, -0.47, -0.44, 0.24, 0.20, -0.10, -0.69, 0.72, 0.38, 0.06, -0.15, 0.20, 0.16, -1.08, -0.76, 1.15, 0.16, -1.63, -0.45, -1.19, 0.08, 0.54, 0.04, 0.50, 0.39, 0.05, -0.33, 0.41, 0.34, 0.40, 0.11, 0.57, 0.40, 0.06, 0.27, -1.11, 0.12, 0.76, 0.45, -0.59, 0.22, -1.39, 0.46, 0.11, 0.38, 0.49, -0.60, -0.51, 0.27, 0.00, -0.41, 0.30, 0.28, -0.29, 0.49, 0.16, 0.32, -1.39, -0.30, 0.56, -0.67, -0.21, -0.54, -1.35, 0.38, 0.19, 0.42, -0.14, 0.49, 0.18, 0.31, 0.02, 0.07, 0.04, 0.32, 0.41, 0.29, 0.42, 0.32, 0.41, -1.02, -0.08, -0.03, -1.53, 0.12, -1.61, 0.31, -0.45, 0.04, 0.18, 0.57, 0.00, 0.56, 0.30, 0.31, 0.46, -0.22, 0.73, 0.13, 0.54, 0.39, -1.61, -0.61, 1.41, -0.67, -0.87, -0.15, -0.71, 0.45, 0.15, 0.34, 0.39, 0.37, 0.12, 0.50, -0.03, 0.23, 0.16, 0.18, -0.33, 0.32, 0.36, -0.21, -1.39, -0.10, 0.03, 0.65, -1.83, -0.99, 0.57, 0.24, 0.33, 0.44, 0.39, 0.11, -0.13, 0.07, 0.45, 0.40, 0.37, 0.30, 0.32, -0.38, -0.19, 0.36, -1.12, -0.40, 0.04, 0.15, -1.72, -0.34, -1.44, 0.32, 0.35, 0.35, 0.41, -0.01, 0.39, 0.14, 0.43, 0.34, 0.37, 0.34, 0.43, 0.33, 0.38, 0.31, -0.89, -1.01, 0.61, -0.45, -1.30, -0.79, -1.29, 0.37, 0.48, 0.01, 0.50, 0.37, 0.55, 0.15, 0.38, 0.23, 0.30, 0.52, 0.36, 0.45, 0.27, 0.28, -1.19, 0.34, -0.45, 0.05, -0.71, 0.25, 0.28, 0.39, 0.25, 0.14, 0.47, 0.10, -1.01, 0.76, -0.66, 0.21, -0.63, 0.17, 0.38, 0.36, -0.19, -0.14, 0.42, 0.27, -0.80, 0.71, -0.67, 0.31, -0.97, 0.27, 0.12, 0.28, -0.11, 0.25, 0.39, 0.27, 0.22, 0.35, -0.39, 0.08, -0.80, -0.62, -0.20, 0.37, 0.16, 0.20, 0.12, 0.40, -1.28, 0.73, -0.74, -0.04, -0.76, 0.26, 0.29, 0.43, 0.28, 0.33, 0.12, 0.25, -1.27, 0.76, -0.61, 0.43, -0.72, 0.31, 0.31, 0.31, -0.05, 0.48, 0.07, 0.20, -0.41, 0.76, -0.58, -0.06, -0.84, -0.10, 0.43, -0.15, 0.18, 0.35, 0.28, 0.15, -0.62, 0.43, -0.66, -0.08, -0.96, 0.34, -0.02, 0.36, 0.29, 0.30, 0.37, 0.30, -0.41, 0.74, -0.65, 0.35, -0.28, -0.13, 0.00, 0.32, -0.01, -0.33, 0.33, 0.10], "energy_ev": -148359.4664, "mol_weight_da": 1770.98, "multiplicity": 1, "total_charge": 0, "homo_ev": -8.0}